w) 10
Properties=species:S:1:pos:R:3:mulliken_charge:R:1 method="wB97M-V/def2-TZVPD" smiles="O=C1NCC1(Cl)Cl" gap_ev=11.03 homo_energy_ev=-10.3 lumo_energy_ev=0.73
C -0.3772 -1.1552 0.1215 0.070
C 0.6943 0.6987 -0.0456 -0.761
C -0.8749 0.2820 -0.0483 0.868
N 0.9566 -0.7345 0.1364 -0.168
O -0.8965 -2.2142 0.1922 -0.518
Cl -1.6784 0.9519 1.3534 -0.179
Cl -1.7207 0.6403 -1.5019 -0.156
H 0.8651 1.1899 -0.9797 0.304
H 1.0610 1.4261 0.8086 0.255
H 1.9707 -1.0849 -0.0367 0.285



x) 10
Properties=species:S:1:pos:R:3:mulliken_charge:R:1 method="wB97M-V/def2-TZVPD" gap_ev=7.95 homo_energy_ev=-8.3 lumo_energy_ev=-0.37
C -1.0260 -1.6441 0.3727 -0.083
C -3.6100 0.3744 -0.1358 0.097
C -0.3849 -0.3780 0.7130 -0.629
N -3.1645 1.4438 0.0033 0.479
O -2.6820 2.5322 -0.2026 -0.581
Cl -0.5106 -2.5040 -0.9481 -0.073
Cl -4.0669 -1.1039 0.5319 0.000
H -0.7458 0.1954 1.5887 0.232
H -0.7179 0.2187 -0.1718 0.216
H 0.7109 -0.4798 0.7330 0.341



Which one sits at the top of the stability order? w) does.



w) 12
Properties=species:S:1:pos:R:3:mulliken_charge:R:1 method="wB97M-V/def2-TZVPD" total_charge=-1 gap_ev=7.43 homo_energy_ev=-4.3 lumo_energy_ev=3.10
O -1.1064 1.4230 0.3817 -0.492
C -0.1052 0.5258 0.0358 0.113
N 1.0586 0.3787 0.6556 -0.338
C 1.9064 -0.6131 -0.0837 -0.228
O 2.0345 -0.3772 -1.3931 -0.784
H -0.4423 -0.2366 -0.6640 0.406
H 0.8754 1.1850 -0.4558 0.240
H 2.8794 -0.5781 0.4386 0.269
H 1.5610 -1.7021 0.1630 0.204
H -1.9356 0.8504 0.2880 0.511
H -3.7892 -0.5612 0.4997 0.138
O -2.9366 -0.2946 0.1342 -1.037



x) 12
Properties=species:S:1:pos:R:3:mulliken_charge:R:1 method="wB97M-V/def2-TZVPD" smiles=[O-][C@@H](O)CNO total_charge=-1 gap_ev=7.83 homo_energy_ev=-3.4 lumo_energy_ev=4.44
C -0.5738 0.1013 0.5822 -1.003
C -0.2034 0.7946 -0.7948 0.273
N 0.4382 -1.1681 0.8500 -0.391
O 1.7366 -0.6522 0.9303 -0.574
O 1.0969 0.7976 -0.9240 -0.771
O -0.9040 0.0123 -1.7430 -0.538
H -0.5267 0.9110 1.3432 0.368
H -1.4568 -0.4282 0.4283 0.516
H -0.6691 1.8740 -0.8592 0.170
H 0.0847 -1.3152 1.8756 0.224
H 1.7657 -0.0084 -0.0940 0.433
H -0.7885 -0.9187 -1.5947 0.294



Which one sits at the top of the stability order? x) does.



w) 8
Properties=species:S:1:pos:R:3:mulliken_charge:R:1 method="wB97M-V/def2-TZVPD" smiles=CC[S-] total_charge=-1 gap_ev=6.62 homo_energy_ev=-2.0 lumo_energy_ev=4.61
C -0.9236 1.0287 -1.0758 -0.856
C -0.2298 0.7409 0.2638 -0.457
S 0.5062 -0.9340 0.3569 -0.756
H -0.9821 0.1208 -1.6842 0.262
H -1.9443 1.4072 -0.9509 0.230
H -0.3783 1.7857 -1.6456 0.211
H 0.6380 1.3951 0.3268 0.156
H -0.9436 0.8724 1.0604 0.210



x) 8
Properties=species:S:1:pos:R:3:mulliken_charge:R:1 method="wB97M-V/def2-TZVPD" smiles=CC[S-] total_charge=-1 gap_ev=6.51 homo_energy_ev=-2.0 lumo_energy_ev=4.55
C -0.4286 -0.1880 -0.6512 -0.992
C 0.4700 0.2976 0.5015 -0.457
S -0.4492 0.6654 1.9655 -0.732
H -0.9880 0.4344 -1.3064 0.322
H -1.1435 -0.8858 -0.0946 0.222
H 0.2844 -0.6766 -1.3808 0.239
H 1.2682 0.9879 0.1881 0.281
H 0.9868 -0.6349 0.7780 0.116



y) 8
Properties=species:S:1:pos:R:3:mulliken_charge:R:1 method="wB97M-V/def2-TZVPD" total_charge=-1 gap_ev=6.65 homo_energy_ev=-2.4 lumo_energy_ev=4.24
S 1.5159 -1.3280 2.1880 -0.890
H 1.7960 -1.1035 0.8700 -0.068
C -0.5074 -0.2322 -0.7869 -0.572
C -0.6875 1.0012 -0.3010 -0.417
H -0.3263 -1.1173 -0.1990 0.323
H -0.2218 -0.1764 -1.8457 0.186
H -0.4472 1.9995 -0.6312 0.260
H -1.1216 0.9566 0.7058 0.179



Which one sits at the top of the stability order? w) does.



w) 17
Properties=species:S:1:pos:R:3:mulliken_charge:R:1 method="wB97M-V/def2-TZVPD" smiles="CC(C)=C=O.N=C=CF" gap_ev=8.81 homo_energy_ev=-8.4 lumo_energy_ev=0.36
C -3.1503 -0.9253 -0.8000 0.387
C 0.6146 1.3247 -0.1989 0.478
C 1.2365 -0.5388 1.3851 -1.027
C 2.7674 0.5125 -0.5592 -1.159
C -3.4261 -0.3201 0.3113 -0.254
C 1.5159 0.5158 0.2419 0.316
N -2.5014 -1.4111 -1.7118 -0.495
O -0.2317 2.0266 -0.5312 -0.404
F -4.7001 0.0096 0.6450 -0.259
H 2.0370 -0.1128 2.1001 0.283
H 0.2392 -0.2888 1.7147 0.317
H 1.4544 -1.5267 0.9616 0.320
H 3.4902 1.2223 -0.2448 0.268
H 3.1814 -0.5555 -0.2457 0.255
H 2.6361 0.7229 -1.5963 0.355
H -2.7252 0.0654 0.9499 0.327
H -2.4380 -0.7206 -2.4217 0.293



x) 17
Properties=species:S:1:pos:R:3:mulliken_charge:R:1 method="wB97M-V/def2-TZVPD" smiles="FC1=NCCC=C1.C=O" gap_ev=9.50 homo_energy_ev=-8.8 lumo_energy_ev=0.66
C -1.0129 -0.3577 -1.0034 -0.625
C 0.1615 0.2859 -1.1098 -0.188
C -1.6590 1.0535 0.9122 -0.502
C -1.8402 -0.3070 0.2182 -0.580
C 0.4500 1.1831 -0.0610 0.569
C 2.9965 -1.6435 0.0404 -0.170
N -0.3992 1.6714 0.7349 -0.461
O 2.3791 -0.7093 0.4316 -0.321
F 1.6161 1.8925 -0.0193 -0.300
H -1.4563 -0.7856 -1.7894 0.560
H 0.8601 0.3443 -1.9829 0.397
H -2.4859 1.8872 0.6151 0.257
H -2.8414 -0.4053 0.0984 0.351
H -1.5228 -0.9195 1.0944 0.250
H -1.7569 1.0329 2.0694 0.276
H 4.0839 -1.7331 0.2035 0.268
H 2.4275 -2.4897 -0.4521 0.220



Which one sits at the top of the stability order? x) does.



w) 10
Properties=species:S:1:pos:R:3:mulliken_charge:R:1 method="wB97M-V/def2-TZVPD" smiles="[H]/N=C(/C)I.F" gap_ev=10.11 homo_energy_ev=-10.0 lumo_energy_ev=0.15
C -0.5434 0.6132 -0.7562 -0.879
C 0.2750 0.4166 0.5014 0.005
N -0.2012 -0.1680 1.3944 -0.422
F 0.1603 -2.1349 -0.2722 -0.430
I 2.3274 1.1951 0.2158 -0.005
H -0.6730 -0.3616 -1.1277 0.326
H -1.5510 1.0623 -0.5375 0.240
H 0.0692 1.0812 -1.4717 0.389
H 0.4226 -0.3057 2.1928 0.289
H -0.2858 -1.3982 -0.1391 0.487



x) 10
Properties=species:S:1:pos:R:3:mulliken_charge:R:1 method="wB97M-V/def2-TZVPD" smiles="[H]/N=C(/C)F.I" gap_ev=10.44 homo_energy_ev=-10.2 lumo_energy_ev=0.25
C -0.1718 0.2367 -1.0433 -0.707
C 0.1883 1.1491 0.0988 0.506
N 1.3702 1.3412 0.3829 -0.542
F -0.8050 1.6866 0.7998 -0.262
I -0.3718 -3.8567 0.8719 -0.099
H -1.1878 -0.1297 -0.8921 0.285
H -0.1443 0.9263 -1.8646 0.249
H 0.6676 -0.5817 -1.1783 0.212
H 1.6935 1.8350 1.2339 0.260
H -1.2388 -2.6068 1.5910 0.098



y) 10
Properties=species:S:1:pos:R:3:mulliken_charge:R:1 method="wB97M-V/def2-TZVPD" gap_ev="7.39 / 7.67" homo_energy_ev="-7.9 / -8.1" lumo_energy_ev="-0.49 / -0.47"
C 0.7801 -0.9097 -0.3797 -0.773
C -0.8017 0.7671 0.1308 -0.033
N 0.3254 0.5037 -0.5273 -0.192
F -1.0896 2.0504 0.1541 -0.187
I -2.5630 -0.5137 -0.0786 0.051
H 0.1098 -1.3647 -1.0343 0.272
H 1.8945 -0.9710 -0.5531 0.305
H 0.5045 -1.0389 0.7375 0.264
H -0.2248 0.3148 2.1146 0.043
H 1.0648 1.1621 -0.5642 0.249



Which one sits at the top of the stability order? x) does.



w) 15
Properties=species:S:1:pos:R:3:mulliken_charge:R:1 method="wB97M-V/def2-TZVPD" smiles="N/C=C/CP(O)O" gap_ev=8.97 homo_energy_ev=-8.1 lumo_energy_ev=0.92
C 0.5418 0.6356 -0.5352 -0.570
C 1.3482 -0.3943 -0.7113 0.051
C -0.1298 0.9165 0.7671 -0.548
N 1.9981 -0.8310 -1.8098 -0.457
O -1.9401 -1.1053 0.5590 -0.498
O -2.4541 0.6399 2.2399 -0.415
P -1.9399 0.5610 0.6622 0.185
H 0.6758 1.4269 -1.3377 0.205
H 1.4934 -1.1436 0.1593 0.220
H 0.3781 0.3493 1.6041 0.346
H 0.1332 1.9067 0.9592 0.423
H 2.9722 -1.2186 -1.6894 0.237
H 1.7734 -0.3571 -2.7213 0.214
H -1.6231 -1.5196 -0.2717 0.315
H -3.2274 0.1336 2.1255 0.291



x) 15
Properties=species:S:1:pos:R:3:mulliken_charge:R:1 method="wB97M-V/def2-TZVPD" gap_ev="8.18 / 8.18" homo_energy_ev="-8.7 / -8.7" lumo_energy_ev="-0.56 / -0.56"
C -1.3560 -0.8268 0.8405 -1.059
C -0.5060 1.0488 -0.6066 -0.764
C -0.7138 -0.3949 -0.4942 0.268
N 1.5216 -0.9351 -0.4117 -0.400
O 3.9274 -0.6205 -0.1383 -0.543
O -0.3727 1.8077 0.6008 -0.465
P 2.6730 0.1541 -0.0317 0.218
H -2.3207 -0.2646 1.0030 0.322
H -0.7633 -0.3706 1.6931 0.280
H -1.3377 -1.8844 1.0326 0.367
H 0.2846 1.1042 -1.3046 0.465
H -1.4028 1.3727 -1.1584 0.404
H -0.7854 -1.0086 -1.3597 0.400
H 1.7493 -1.8556 -0.0203 0.213
H -0.5976 2.6735 0.3555 0.293



Which one sits at the top of the stability order? w) does.